one | {
  "formula": "C4H14N",
  "method": "wB97M-V/def2-TZVPD",
  "spin_multiplicity": 1,
  "lumo_energy_ev": -3.98,
  "charge": 1,
  "gap_ev": 10.50,
  "homo_ev": -14.479,
  "species": ["C", "N", "H", "H", "H", "H", "H", "H", "C", "C", "C", "H", "H", "H", "H", "H", "H", "H", "H"],
  "coordinates": [[1.854, 1.994, 0.253], [0.554, 2.227, -0.430], [2.420, 2.861, 0.810], [2.718, 1.565, -0.345], [1.830, 1.186, 1.037], [-0.060, 2.998, -0.066], [0.658, 2.489, -1.455], [-0.024, 1.477, -0.696], [-1.277, -2.130, 1.213], [-1.377, -1.278, -0.136], [-0.013, -1.196, -0.879], [-0.306, -1.826, 1.817], [-2.184, -2.088, 1.790], [-1.338, -3.201, 1.053], [-2.237, -1.578, -0.717], [-1.783, -0.262, 0.159], [-0.022, -0.712, -1.883], [0.536, -2.178, -0.962], [0.791, -0.657, -0.231]]
}

=====

two | {
  "formula": "C4H14N",
  "method": "wB97M-V/def2-TZVPD",
  "spin_multiplicity": 1,
  "lumo_energy_ev": -3.78,
  "charge": 1,
  "gap_ev": 11.01,
  "homo_ev": -14.788,
  "species": ["C", "C", "N", "H", "H", "H", "H", "H", "H", "H", "H", "C", "C", "H", "H", "H", "H", "H", "H"],
  "coordinates": [[0.142, 1.156, -0.901], [-0.066, 2.351, -1.843], [-0.231, -0.243, -1.583], [1.264, 0.938, -0.669], [-0.298, 1.405, 0.027], [0.455, 3.241, -1.376], [-1.159, 2.704, -1.993], [0.590, -0.420, -2.327], [-0.176, -0.974, -0.844], [-1.194, -0.292, -2.145], [0.389, 2.144, -2.873], [-0.036, -0.968, 1.461], [0.047, -2.031, 2.521], [0.855, -0.255, 1.532], [0.015, -1.437, 0.556], [-1.020, -0.447, 1.790], [1.099, -2.230, 2.949], [-0.367, -3.023, 2.359], [-0.306, -1.619, 3.358]]
}

=====

Relative energy table, unit eV: one 0.000; two 0.120